76
Properties=species:S:1:pos:R:3 method="wB97M-V/def2-TZVPD" max_force_ha_per_bohr=0.030 e_lumo_ev=0.60 gap_ha=0.316 charge=0 e_homo_ev=-8.0
C 0.7249 0.2386 4.7624
C 1.2628 1.0914 4.1181
C 1.8414 2.1312 3.2768
C 0.8040 2.7188 2.3099
C 0.0702 1.7288 1.4013
C 0.7119 1.3134 0.0493
C 2.0743 1.9879 -0.1493
C 2.8958 1.6348 -1.4070
C 4.3803 1.5768 -1.0393
C 2.7069 2.6848 -2.5309
O -0.1997 1.8341 -0.9782
S -0.2088 1.1444 -2.4611
O -1.0231 2.0542 -3.2305
O -1.1478 -0.1871 -2.2191
C -1.6584 -0.6009 -0.9443
C -2.7289 0.3487 -0.3373
C -3.5018 1.2542 -1.3136
C -3.3517 2.7533 -1.0598
S -3.9125 3.2167 0.6041
P -2.4436 -2.2633 -1.3912
C -4.0724 -1.8986 -2.1798
C -5.3491 -2.0042 -1.3341
C -2.7418 -3.1663 0.1868
C -3.4755 -2.5284 1.3798
C -0.5486 -0.9594 0.0518
C 0.7972 -0.2144 -0.0289
C 1.7147 -0.7845 1.0818
C 2.6948 -1.8337 0.6052
C 2.3963 -2.7910 -0.3557
C 3.3461 -3.7123 -0.7729
C 4.6214 -3.6938 -0.2328
C 4.9252 -2.7568 0.7412
C 3.9747 -1.8398 1.1545
H 0.2333 -0.5158 5.3248
H 2.1644 2.9373 3.9396
H 2.7463 1.7759 2.7845
H 1.2276 3.5588 1.7639
H 0.0366 3.1602 2.9487
H -0.8814 2.1953 1.1602
H -0.1684 0.8515 1.9993
H 2.7011 1.8344 0.7251
H 1.8855 3.0619 -0.1834
H 2.6336 0.6723 -1.8378
H 4.7521 2.5678 -0.7811
H 4.5777 0.8571 -0.2450
H 4.9483 1.2502 -1.9127
H 3.5927 3.3074 -2.6391
H 2.5740 2.1854 -3.4913
H 1.8248 3.3033 -2.3800
H -3.4502 -0.2597 0.1983
H -2.2688 0.9819 0.4147
H -4.5684 1.0438 -1.2002
H -3.2588 1.0546 -2.3538
H -3.9987 3.2787 -1.7595
H -2.3435 3.1008 -1.2510
H -2.8245 3.8540 1.0463
H -4.0326 -0.9396 -2.6916
H -4.1520 -2.6480 -2.9666
H -5.4145 -1.2279 -0.5774
H -5.3871 -2.9806 -0.8533
H -6.2200 -1.9589 -1.9869
H -3.2721 -4.0694 -0.1188
H -1.7640 -3.5035 0.5259
H -3.7906 -3.2955 2.0859
H -4.3318 -1.9317 1.0893
H -2.7992 -1.8641 1.9182
H -0.2854 -2.0045 -0.1140
H -0.9710 -0.8962 1.0540
H 1.2706 -0.5227 -0.9601
H 1.0989 -1.1698 1.8950
H 2.3176 0.0129 1.5094
H 1.4158 -2.8387 -0.8108
H 3.0780 -4.4318 -1.5333
H 5.3609 -4.4026 -0.5756
H 5.9209 -2.7392 1.1629
H 4.2434 -1.1229 1.9202